1.
The following is a quantum chemistry calculation of a cluster of 2 separate species, C4H13N2O in total at a distorted geometry, from the OMol25 dataset.

As for the HOMO-LUMO gap: 0.3467 Ha. Its charge is +1. For the max |F|, the calculation gives 0.05185 hartree/bohr. For the total energy, the calculation gives -344.6468 Eh.

Last column: natural (NBO) charge in e.
CARTESIAN COORDINATES (ANGSTROEM)
C1 -0.770 -1.828 0.842  -0.6038
C2 0.330 -0.740 0.549  -0.4565
C3 -0.073 0.174 -0.622  0.0312
C4 0.177 -0.263 -1.889  0.0447
N1 0.410 0.599 -2.976  -0.8257
N2 -0.974 1.330 -0.408  -0.6976
H1 -0.560 -2.784 0.355  0.2282
H2 -1.657 -1.438 0.368  0.1963
H3 -0.720 -2.005 1.913  0.2397
H4 0.331 -0.124 1.469  0.2407
H5 1.354 -1.016 0.371  0.2395
H6 0.287 -1.343 -1.972  0.2031
H7 1.369 0.926 -2.905  0.3966
H8 0.415 -0.001 -3.798  0.3869
H9 -0.528 2.207 -0.671  0.4655
H10 -1.912 1.081 -0.731  0.4555
H11 -1.212 1.337 0.595  0.4487
H12 1.639 0.489 3.094  0.4723
H13 0.941 0.287 4.450  0.4918
O1 0.793 0.552 3.536  -0.9573

=====

2.
The following is a quantum chemistry calculation of a cluster of 2 separate species, C2H5N4 in total at a distorted geometry, from the OMol25 dataset.

As for the HOMO-LUMO gap (alpha / beta): 0.2628 / 0.3095 Ha. Its charge is +1. For the max |F|, the calculation gives 0.13316 hartree/bohr. For the total energy, the calculation gives -297.7555 Eh.

Last column: natural (NBO) charge in e.
CARTESIAN COORDINATES (ANGSTROEM)
C1 -2.393 0.106 0.163  0.3270
C2 0.757 0.329 0.458  0.3388
N1 -3.334 0.699 0.421  -0.1910
N2 2.044 0.535 0.139  -0.6849
N3 -1.388 -0.691 -0.198  -0.3914
N4 -0.041 -0.434 -0.197  -0.2335
H1 0.377 0.762 1.374  0.2498
H2 2.524 1.127 0.682  0.4239
H3 2.469 0.100 -0.788  0.4497
H4 -1.585 -1.659 -0.123  0.4334
H5 0.568 -0.873 -1.931  0.2782